102
Properties=species:S:1:pos:R:3 method="wB97M-V/def2-TZVPD" gap_ev="4.81 / 4.81" de_lowest_kcal_mol=38.2 charge=+2 spin_multiplicity=1 max_force_ha_per_bohr=0.0089
W -1.5722 0.9726 1.5754
C -5.3998 -0.8369 -0.6063
C -4.0514 -0.3029 -1.0931
C -4.0115 -0.1277 -2.6040
O -2.9820 -1.1210 -0.6343
C -3.8284 1.0458 -0.4253
O -4.0970 2.1062 -0.9065
O -3.3243 0.9815 0.8644
H -5.5799 -1.8077 -1.0701
H -6.2141 -0.1727 -0.8961
H -5.3998 -0.9622 0.4768
H -4.1864 -1.0989 -3.0713
H -3.0393 0.2475 -2.9219
H -4.7861 0.5592 -2.9400
H -3.0563 -1.9871 -1.0537
C 1.1761 -0.1529 4.6035
O 1.8394 0.9015 3.8739
C 1.1847 1.6038 2.9920
O -0.0819 1.6157 2.9369
N 1.9907 2.3426 2.2415
N 1.5091 3.2358 1.2862
H 1.7826 -0.3146 5.4874
H 1.1597 -1.0436 3.9798
H 0.1689 0.1479 4.8788
H 2.9854 2.1810 2.3512
H 1.8679 2.9597 0.3771
H 1.8545 4.1651 1.5021
Se -0.4318 0.5325 -4.8951
P 0.3131 -0.7286 -3.4108
C -0.6626 -2.2251 -3.1083
C -1.6012 -2.6097 -4.0605
C -2.3709 -3.7468 -3.8528
C -2.2078 -4.4967 -2.6958
C -1.2685 -4.1137 -1.7442
C -0.4991 -2.9800 -1.9505
C 2.0178 -1.2299 -3.6936
C 3.0061 -0.2487 -3.7374
C 4.2934 -0.5769 -4.1263
C 4.5859 -1.8779 -4.5215
C 3.5936 -2.8470 -4.5171
C 2.3114 -2.5302 -4.0913
C 0.2020 0.1005 -1.7570
C 0.8622 0.1280 -0.4926
N 0.0573 0.8960 0.2637
N -0.9931 1.2725 -0.4464
N -0.9538 0.7821 -1.6484
P 2.2344 -0.5300 0.5510
Se -1.4432 -1.1687 2.1746
C 2.6638 -2.2017 0.0070
C 3.6517 -2.5109 -0.9219
C 3.9756 -3.8380 -1.1657
C 3.3042 -4.8587 -0.5083
C 2.3165 -4.5588 0.4211
C 2.0173 -3.2350 0.6940
C 3.6249 0.5520 0.0850
C 3.4919 1.7012 -0.6911
C 4.5748 2.5498 -0.8893
C 5.8032 2.2544 -0.3176
C 5.9458 1.1109 0.4594
C 4.8621 0.2729 0.6713
H -1.7323 -2.0093 -4.9523
H -3.0954 -4.0475 -4.5978
H -2.8051 -5.3857 -2.5394
H -1.1259 -4.7071 -0.8495
H 0.2410 -2.6987 -1.2114
H 2.7545 0.7807 -3.5178
H 5.0603 0.1862 -4.1560
H 5.5844 -2.1284 -4.8551
H 3.8155 -3.8526 -4.8497
H 1.5413 -3.2915 -4.0857
H 4.1769 -1.7216 -1.4458
H 4.7544 -4.0747 -1.8774
H 3.5631 -5.8903 -0.7072
H 1.8085 -5.3530 0.9523
H 1.2820 -2.9946 1.4560
H 2.5484 1.9290 -1.1737
H 4.4608 3.4324 -1.5061
H 6.6487 2.9097 -0.4784
H 6.9030 0.8736 0.9043
H 4.9841 -0.6142 1.2836
I -1.4494 7.2722 2.9090
C -1.8318 5.4680 2.0001
C -2.6249 5.2180 0.8931
N -2.5681 3.9063 0.6493
N -1.7801 3.2742 1.5365
C -1.3253 4.2236 2.3584
H -3.2040 5.8808 0.2713
H -3.0911 3.3730 -0.0570
H -0.6433 3.9794 3.1531
C -4.4608 2.7394 3.3413
As -3.0360 1.5126 3.7639
C -2.1413 2.3151 5.2735
C -3.9388 -0.0307 4.4861
H -5.0482 2.9161 4.2412
H -5.0924 2.3041 2.5699
H -4.0439 3.6813 2.9898
H -2.7867 2.2139 6.1446
H -1.9740 3.3717 5.0744
H -1.1908 1.8234 5.4628
H -4.6440 0.2874 5.2524
H -3.2069 -0.7098 4.9201
H -4.4723 -0.5398 3.6851